(1)
Below is 2 unconnected molecules or ions with the total composition H3O4PSi, with properties calculated with ωB97M-V/def2-TZVPD.

Output
* Kohn-Sham gap: 5.794 eV
* HOMO level: 0.4 eV

```
! wB97M-V def2-TZVPD RIJCOSX def2/J DEFGRID3
* xyz -2 1
O -0.089 -1.490 1.622
O -0.772 -1.711 -0.830
O -3.289 1.671 0.322
O 2.206 0.899 1.077
Si 1.593 0.275 -0.150
P -0.304 -0.848 0.309
H -2.621 0.877 0.114
H 2.100 -0.777 -1.135
H 1.174 1.102 -1.329
*
```

---

(2)
Below is 2 unconnected molecules or ions with the total composition H3O4PSi, with properties calculated with ωB97M-V/def2-TZVPD.

Output
* Kohn-Sham gap: 5.904 eV
* HOMO level: 0.2 eV

```
! wB97M-V def2-TZVPD RIJCOSX def2/J DEFGRID3
* xyz -2 1
O 0.559 1.978 -0.750
O -0.207 -0.140 -1.761
O 3.736 -1.638 -0.337
O -2.836 1.214 0.502
Si -1.728 0.239 0.886
P 0.131 0.581 -0.527
H 3.548 -1.520 -1.279
H -2.011 -1.279 0.971
H -1.191 0.565 2.296
*
```

---

Most stable: (2) (next structure +9.2 kcal/mol)

---

(1)
Below is 2 unconnected molecules or ions with the total composition C5H6F3NO, with properties calculated with ωB97M-V/def2-TZVPD.

Output
* Kohn-Sham gap (alpha / beta): 6.537 / 9.874 eV
* HOMO level (alpha / beta): -7.4 / -10.0 eV

```
! wB97M-V def2-TZVPD RIJCOSX def2/J DEFGRID3
* xyz 0 1
C -1.000 1.504 0.649
C -1.647 0.289 0.981
C -0.022 -0.135 -0.588
C 1.376 -0.755 -0.246
C -1.488 2.367 -2.630
N -0.075 1.289 -0.240
O -1.088 -0.659 0.273
F -0.610 3.205 -3.165
F -1.442 1.213 -3.291
F -2.668 2.961 -2.859
H -1.015 2.422 1.139
H -2.335 -0.001 1.691
H -0.369 -0.269 -1.614
H 0.957 -1.630 0.310
H 2.127 -0.139 0.360
H 1.900 -0.907 -1.242
*
```

---

(2)
Below is a single C5H6F3NO molecule, with properties calculated with ωB97M-V/def2-TZVPD.

Output
* Kohn-Sham gap: 9.154 eV
* HOMO level: -8.2 eV
* structure (SMILES): C[C@H]1OC=CN1C(F)(F)F

```
! wB97M-V def2-TZVPD RIJCOSX def2/J DEFGRID3
* xyz 0 1
C -0.670 -1.459 -0.233
C 0.206 -0.205 -0.489
O -0.634 0.884 -0.770
C -0.177 1.935 -0.072
C 0.959 1.700 0.644
N 1.283 0.318 0.528
C 2.737 0.009 -0.149
F 3.685 0.601 0.689
F 3.163 -1.207 -0.244
F 2.904 0.622 -1.300
H -1.422 -1.209 0.515
H -0.084 -2.337 -0.063
H -1.222 -1.625 -1.131
H 0.800 -0.330 -1.442
H -0.706 2.793 -0.188
H 1.536 2.178 1.383
*
```

---

Most stable: (2) (next structure +57.5 kcal/mol)

---

(1)
Below is a gas-phase ion, C5H13N2 (charge +1), with properties calculated with ωB97M-V/def2-TZVPD.

Output
* Kohn-Sham gap: 8.971 eV
* HOMO level: -12.2 eV
* structure (SMILES): C[C@@H]([NH3+])C/C=C/N

```
! wB97M-V def2-TZVPD RIJCOSX def2/J DEFGRID3
* xyz 1 1
C 2.477 0.230 1.353
C 1.425 -0.174 0.345
N 0.495 -1.160 1.030
C 0.559 0.961 -0.189
C -0.591 0.491 -1.034
C -1.838 0.288 -0.590
N -2.803 -0.334 -1.367
H 1.972 0.562 2.274
H 3.086 -0.617 1.699
H 3.094 1.034 0.978
H 1.844 -0.760 -0.469
H -0.245 -1.506 0.412
H 1.001 -1.886 1.533
H -0.004 -0.626 1.748
H 0.243 1.544 0.686
H 1.175 1.669 -0.746
H -0.450 0.383 -2.102
H -2.112 0.470 0.445
H -2.607 -1.139 -1.937
H -3.765 -0.045 -1.387
*
```

---

(2)
Below is a gas-phase ion, C5H13N2 (charge +1), with properties calculated with ωB97M-V/def2-TZVPD.

Output
* Kohn-Sham gap: 8.785 eV
* HOMO level: -13.3 eV
* structure (SMILES): C=[N+](C)CN(C)C

```
! wB97M-V def2-TZVPD RIJCOSX def2/J DEFGRID3
* xyz 1 1
C -0.712 1.112 -1.272
N 0.164 0.181 -1.289
C 0.911 -0.275 -2.459
C 0.590 -0.300 0.001
N -0.338 0.053 0.976
C -1.385 -0.869 1.206
C 0.438 0.527 2.190
H -1.101 1.480 -2.209
H -1.136 1.542 -0.367
H 1.972 0.143 -2.300
H 1.011 -1.385 -2.347
H 0.737 0.260 -3.387
H 0.689 -1.463 -0.212
H 1.451 0.290 0.152
H -0.997 -1.908 1.170
H -1.825 -0.725 2.149
H -2.167 -0.794 0.476
H 1.280 1.183 1.948
H -0.342 1.242 2.748
H 0.761 -0.293 2.825
*
```

---

(3)
Below is a gas-phase ion, C5H13N2 (charge +1), with properties calculated with ωB97M-V/def2-TZVPD.

Output
* Kohn-Sham gap: 9.364 eV
* HOMO level: -13.3 eV
* structure (SMILES): C=C([NH3+])C[C@H](C)N

```
! wB97M-V def2-TZVPD RIJCOSX def2/J DEFGRID3
* xyz 1 1
C 1.718 -1.592 0.432
C 1.328 -0.388 0.008
N 1.694 0.815 0.935
C 0.198 -0.044 -0.991
C -1.063 0.557 -0.299
C -1.527 -0.385 0.804
N -2.122 0.684 -1.251
H 2.685 -1.741 0.925
H 0.966 -2.359 0.365
H 0.877 1.414 1.046
H 2.005 0.380 1.801
H 2.493 1.343 0.572
H 0.794 0.701 -1.569
H 0.096 -1.027 -1.453
H -0.711 1.456 0.258
H -1.547 -1.418 0.424
H -0.736 -0.322 1.556
H -2.407 -0.096 1.350
H -2.050 1.410 -1.959
H -2.940 1.013 -0.740
*
```

---

Most stable: (1) (next structure +39.7 kcal/mol)